(1)
Formula: C7H18ClOPdRh
Source: the OMol25 dataset
Level of theory: ωB97M-V/def2-TZVPD

The geometry in ORCA input format:
```
! wB97M-V def2-TZVPD RIJCOSX def2/J DEFGRID3
* xyz 0 9
Rh 0.0146 -0.7956 -0.6986
Cl 0.6833 -3.0814 -0.8173
C 0.6836 -0.3124 -2.4982
H 1.2478 0.6441 -2.4435
H -0.2541 -0.1362 -3.0754
H 1.3053 -1.1231 -2.9182
Pd -2.7116 0.5798 -0.4229
C -3.1856 0.2080 1.4972
C -3.7772 -0.0517 -2.0307
C -0.7261 0.9739 -0.4972
H -3.7076 0.7655 -2.7823
H -3.3263 -1.0043 -2.3879
H -4.7996 -0.1835 -1.6263
H -2.9218 1.1222 2.0577
H -4.2763 0.0238 1.4548
H -2.6095 -0.6776 1.8257
H -0.5292 1.6397 -1.3667
H -0.5932 1.4570 0.5015
C 2.1512 0.1489 2.6419
C 2.2634 0.2048 1.1397
C 3.5903 -0.2527 0.5715
O 1.2484 -0.7331 0.7019
H 2.1899 -0.8923 2.9906
H 1.2075 0.5820 2.9968
H 2.9479 0.7215 3.1353
H 2.0711 1.2347 0.7887
H 3.7594 -1.3242 0.7458
H 3.6462 -0.0581 -0.5104
H 4.4080 0.3200 1.0262
*
```

ΔE to the lowest compared entry with this formula, charge and spin   6.59 kcal/mol
HOMO level (spin up / spin down)   -6.178 / -9.228 eV
Gap between HOMO and LUMO (spin up / spin down)   6.88 / 5.80 eV
<S²>   20.02

(2)
Formula: C7H18CoNO8P2Se2
Source: the OMol25 dataset
Level of theory: ωB97M-V/def2-TZVPD

The geometry in ORCA input format:
```
! wB97M-V def2-TZVPD RIJCOSX def2/J DEFGRID3
* xyz 0 1
Co 0.1374 -0.8398 -0.2943
O -1.3369 -0.3701 -1.4727
C -2.6533 0.0107 -1.0196
C -3.1121 -0.8558 0.1477
C -4.6531 -0.7787 0.1184
O -5.2756 -1.2881 1.2793
C -2.6174 -0.3054 1.4895
Se -0.7523 0.2859 1.5045
C -2.6872 -2.3166 -0.0617
Se -0.8451 -2.7224 0.4570
H -0.9173 0.3717 -1.9393
H -3.3250 -0.1162 -1.8725
H -2.6365 1.0600 -0.7182
H -5.0210 -1.2855 -0.7823
H -4.9595 0.2686 0.0581
H -5.1776 -2.2449 1.2976
H -2.7495 -1.0534 2.2674
H -3.2020 0.5762 1.7587
H -2.8418 -2.5981 -1.1044
H -3.3052 -2.9676 0.5591
N 4.5776 1.2632 -0.1585
C 3.1356 0.9380 0.1796
C 2.8193 1.4511 1.5750
P 2.1131 1.5973 -1.2052
O 1.3373 2.8785 -0.6275
O 3.0768 1.9842 -2.2676
O 1.0660 0.5304 -1.4702
P 3.1407 -0.9196 0.1536
O 3.4042 -1.2465 -1.3974
O 4.3537 -1.2854 0.9134
O 1.7569 -1.3622 0.5752
H 4.6277 1.3633 -1.1858
H 5.1468 0.4752 0.1957
H 4.8772 2.1378 0.2679
H 2.9197 2.5379 1.6262
H 3.4748 0.9803 2.3098
H 1.7931 1.2056 1.8402
H 1.6698 3.6854 -1.0386
H 2.6410 -1.0450 -1.9579
*
```

ΔE to the lowest compared entry with this formula, charge and spin   0.03 kcal/mol
HOMO level (spin up / spin down)   -7.742 / -7.833 eV
Gap between HOMO and LUMO (spin up / spin down)   7.89 / 6.71 eV

(3)
Formula: C7H18F3KO5
Source: the OMol25 dataset
Level of theory: ωB97M-V/def2-TZVPD

The geometry in ORCA input format:
```
! wB97M-V def2-TZVPD RIJCOSX def2/J DEFGRID3
* xyz 0 1
K 1.2169 0.0793 1.2641
C -1.3706 -1.6632 -4.4811
C -1.3875 -0.5564 -3.3224
O -0.3323 -0.8418 -2.4291
C 0.1586 0.3480 -1.8417
O -0.3912 0.6024 -0.6152
C 1.7025 0.1297 -1.7205
F 1.9406 -0.9959 -1.0035
F 2.2856 -0.1115 -2.9135
F 2.3881 1.0928 -1.0715
H -2.2931 -1.6364 -5.1187
H -1.3307 -2.6714 -4.1083
H -0.5040 -1.6950 -5.1056
H -2.2365 -0.5766 -2.6885
H -1.2413 0.2816 -3.8762
H 0.1323 1.2954 -2.4782
C 1.3543 3.4641 0.9089
O 1.2394 2.5988 1.9840
H 1.0096 4.4391 1.1895
H 0.8541 3.0904 0.0728
H 2.4036 3.4229 0.5385
H 0.3787 2.9256 2.2963
C -0.6484 0.0862 4.9783
O 0.0030 0.4902 3.7669
H -0.6389 -1.0560 5.0157
H -1.5898 0.4821 5.0766
H -0.0607 0.3568 5.8739
H -0.1523 1.3959 3.7169
C -0.7369 -2.3386 1.2096
O 0.5927 -2.4993 0.9406
H -1.2103 -3.3366 1.0952
H -1.2311 -1.6118 0.5625
H -0.9784 -1.9931 2.1552
H 0.6740 -2.9975 0.1285
*
```

HOMO level   -7.547 eV
Gap between HOMO and LUMO   7.51 eV

(4)
Formula: C7H18N2
Source: the OMol25 dataset
Level of theory: ωB97M-V/def2-TZVPD

The geometry in ORCA input format:
```
! wB97M-V def2-TZVPD RIJCOSX def2/J DEFGRID3
* xyz 0 1
C 0.9406 -1.5129 0.9810
C 0.8618 0.0113 1.0677
C 2.2663 0.5497 1.3872
N 0.0329 0.3480 2.2174
C 0.4234 0.6879 -0.2586
C -0.8438 0.2734 -1.0401
C -2.0818 0.0892 -0.1604
C -0.6180 -0.9912 -1.8852
N -1.1254 1.4274 -1.9021
H 1.5474 -1.8182 0.1332
H -0.0475 -1.9552 0.8906
H 1.3928 -1.8954 1.8926
H 2.9901 0.2068 0.6529
H 2.2663 1.6373 1.3947
H 2.5685 0.2011 2.3708
H -0.8916 -0.0544 2.1397
H -0.0676 1.3535 2.2979
H 1.2626 0.6080 -0.9548
H 0.2951 1.7522 -0.0377
H -2.9587 -0.0448 -0.7921
H -2.2412 0.9742 0.4496
H -1.9917 -0.7878 0.4741
H -0.4862 -1.8732 -1.2684
H 0.2634 -0.8759 -2.5145
H -1.4794 -1.1576 -2.5324
H -1.9376 1.2440 -2.4823
H -0.3406 1.6024 -2.5209
*
```

ΔE to the lowest compared entry with this formula, charge and spin   0.00 kcal/mol
HOMO level   -9.097 eV
Gap between HOMO and LUMO   9.97 eV
SMILES string   CC(C)(N)CC(C)(C)N

(5)
Formula: C7H18N3P
Source: the OMol25 dataset
Level of theory: ωB97M-V/def2-TZVPD

The geometry in ORCA input format:
```
! wB97M-V def2-TZVPD RIJCOSX def2/J DEFGRID3
* xyz 0 3
C -0.1382 -0.3792 0.7925
C -0.8416 0.9460 0.5372
C -0.6539 -1.5808 -0.1081
C 1.2948 -2.8472 0.4743
C 0.6718 2.4563 1.6340
C -0.8937 -0.6273 -2.2031
C -0.2171 -2.8777 0.5181
N 0.0464 2.0570 0.3765
N -0.1771 -1.2262 -1.3419
N -0.3773 2.7764 -2.0574
P 0.8532 2.0743 -1.1933
H 0.9663 -0.4023 0.6763
H -0.2030 -0.5533 1.8967
H -1.2467 0.7484 -0.4637
H -1.6885 0.9507 1.3197
H -1.7363 -1.4185 0.0004
H 1.7331 -2.1775 1.3250
H 1.6653 -2.3190 -0.4504
H 1.7609 -3.9044 0.7104
H -0.2035 2.7782 2.2636
H 1.2350 1.6577 2.0273
H 1.1144 3.3893 1.3632
H -0.4434 -0.3209 -3.0703
H -2.0189 -0.4136 -2.1070
H 1.5651 3.2625 -0.7050
H -0.5649 -3.1404 1.4950
H -0.6789 -3.6467 -0.0750
H -0.7340 2.4566 -3.0050
H -1.1144 3.3660 -1.6348
*
```

HOMO level (spin up / spin down)   -3.274 / -9.123 eV
Gap between HOMO and LUMO (spin up / spin down)   4.15 / 7.17 eV
<S²>   2.01

(6)
Formula: C7H18NO2
Source: the OMol25 dataset
Level of theory: ωB97M-V/def2-TZVPD

The geometry in ORCA input format:
```
! wB97M-V def2-TZVPD RIJCOSX def2/J DEFGRID3
* xyz 1 1
C 1.4848 -0.4266 3.0737
C -1.3711 1.5769 -2.2647
C -2.1538 1.2921 0.2709
C 1.8715 -0.1740 -1.2868
C 2.2952 -1.3851 2.2020
C -2.1074 0.7008 -1.1888
C 1.5995 -0.7997 0.0483
N -1.5827 -0.7730 -1.1623
O 0.5432 -1.3779 0.3024
O 2.5861 -0.8276 0.8829
H 1.4412 0.5465 2.6342
H 0.4314 -0.7955 3.1520
H 1.9735 -0.4411 4.0853
H -1.8604 2.5058 -2.3400
H -0.4824 1.8047 -1.7959
H -1.4009 1.1453 -3.2435
H -2.5715 0.5875 1.0554
H -2.7053 2.1265 0.3336
H -1.1898 1.6125 0.5196
H 1.0552 -0.6393 -1.8946
H 2.8061 -0.6669 -1.6098
H 1.8362 0.9113 -1.2896
H 1.7087 -2.2709 1.9836
H 3.3223 -1.5239 2.5256
H -3.1010 0.5421 -1.5021
H -2.4156 -1.3306 -0.8420
H -1.3039 -1.0575 -2.0410
H -0.7091 -0.8624 -0.6084
*
```

ΔE to the lowest compared entry with this formula, charge and spin   0.00 kcal/mol
HOMO level   -14.496 eV
Gap between HOMO and LUMO   11.64 eV